1.
58
Properties=species:S:1:pos:R:3:forces:R:3:mulliken_charge:R:1 method="wB97M-V/def2-TZVPD" relative_energy_ev=0.0000 total_charge=+1 homo_lumo_gap_ev=8.95 lumo_ev=-2.86 total_energy_ev=-31495.3302 homo_ev=-11.8
C -3.04414 -2.14940 0.56789 0.4 0.1 0.1 -1.117
H 0.08907 3.54162 0.32436 0.0 0.1 0.1 0.280
H 2.29101 0.71290 -2.08664 -0.1 0.0 0.0 -0.384
O -4.71314 0.24516 2.57378 0.1 -0.1 -0.2 -0.626
C -1.81589 2.83805 1.07838 -0.1 0.0 0.0 -1.092
H -1.55620 -3.70427 0.68034 0.1 0.0 0.2 0.518
H -0.91718 -3.33218 -1.48156 0.1 -0.1 0.0 0.607
H 2.62616 -0.25949 2.90439 0.0 0.0 0.1 0.240
C 2.67650 2.38872 -5.10400 0.1 -0.1 0.0 -1.244
H 1.04498 -1.98824 -1.70430 0.0 0.0 0.0 0.509
C -4.27185 -0.26916 1.56538 0.4 0.3 0.1 0.580
C -0.28799 2.78600 1.01793 -0.1 0.0 -0.1 -0.476
H 0.11486 3.03552 2.00027 0.1 0.0 0.0 0.418
H -2.79788 -1.03046 3.70459 -0.1 0.0 0.0 0.308
N -3.18703 -1.14604 1.63339 -1.0 -0.5 0.0 0.489
H -5.71192 0.70078 0.38970 0.0 0.0 0.0 0.377
C 3.69267 -0.48405 2.93529 0.3 0.1 0.0 -1.005
O 3.86688 0.68294 -3.93126 0.1 -0.1 0.0 -0.538
H 3.82377 -1.41804 3.47716 -0.2 -0.1 0.0 0.331
H -1.01237 -2.13216 1.23985 0.0 0.0 0.0 0.382
H 1.92604 2.43667 -2.33173 -0.1 0.0 -0.1 0.332
C 0.76016 -0.59169 -0.15102 -0.1 0.1 0.0 -0.052
H 3.45273 2.27067 -5.85472 0.0 0.0 0.0 0.344
H -2.24964 3.07037 0.10801 0.0 -0.1 0.0 0.275
H -3.71028 -2.99601 0.76043 -0.1 0.0 0.0 0.288
N 1.62697 1.20160 0.78198 -0.1 0.0 0.1 0.272
H -4.02402 -2.23168 3.25307 0.0 0.0 0.1 0.340
C 2.92765 1.44151 -3.96387 -0.1 0.0 0.1 0.649
C -1.58949 -2.63674 0.46374 -0.1 -0.1 -0.2 -0.469
C -0.91612 -2.41241 -0.89988 -0.2 0.2 0.1 -1.348
H -2.30945 -2.53283 2.92644 0.0 0.0 0.0 0.447
B 3.35670 -0.74687 0.32485 0.0 0.0 -0.3 0.621
H 1.70270 2.18661 -5.55329 0.0 0.0 0.0 0.331
H 4.18312 0.27934 3.53691 0.0 0.1 0.0 0.306
H 3.77222 -1.02373 -1.60694 -0.3 -0.3 -0.2 0.320
C 1.95117 1.45231 -2.80508 0.0 0.0 0.0 -0.253
H -4.10103 0.74441 -0.32045 0.1 -0.1 -0.1 0.139
C 4.32520 -0.59044 1.53074 -0.2 -0.4 0.3 -0.395
O -1.50062 0.33152 -0.30936 0.0 0.1 0.0 0.074
C -4.81738 0.11320 0.20682 -0.2 0.2 0.1 -1.042
C -3.08113 -1.76778 2.96036 0.4 0.1 0.0 -1.162
N -0.18366 0.40815 0.04437 -0.3 0.1 -0.2 0.368
C 0.52617 -1.94692 -0.74417 0.1 -0.2 -0.3 -0.879
O 3.67950 -1.50516 -0.77402 0.5 0.4 0.3 -0.527
H -2.11388 3.62698 1.76421 0.0 0.0 0.0 0.432
H -3.33603 -1.72263 -0.38373 0.0 0.1 0.0 0.470
H -5.07903 -0.73290 -0.42056 0.0 -0.1 0.0 0.383
H 0.94220 1.19981 -3.14044 0.0 0.1 -0.1 0.307
H 2.67317 3.41861 -4.74309 -0.1 0.0 0.0 0.335
C 1.92556 -0.06482 0.30835 0.4 -0.1 0.1 -0.897
H 1.04339 -2.66623 -0.10743 0.1 0.0 0.0 0.397
C 0.34147 1.49376 0.62232 0.1 0.0 0.0 0.322
H -1.48547 -1.69429 -1.48784 0.0 -0.1 -0.1 0.344
H 4.99974 -1.44811 1.48304 0.1 0.1 0.0 0.334
H -1.54571 0.60739 -1.23764 0.0 0.0 0.0 0.292
H 4.97628 0.27101 1.33850 0.0 0.1 -0.1 0.329
H -2.25054 1.90726 1.43287 0.0 0.0 0.1 0.160
H 2.29102 1.83188 1.20330 0.0 0.0 0.1 0.259

***

2.
61
Properties=species:S:1:pos:R:3:forces:R:3:mulliken_charge:R:1 method="wB97M-V/def2-TZVPD" relative_energy_ev=0.0575 total_charge=+1 homo_lumo_gap_ev=9.05 lumo_ev=-2.27 total_energy_ev=-38840.4953 homo_ev=-11.3
H 1.90699 4.40093 0.43431 0.0 0.0 0.0 0.461
H -2.04355 2.56507 -3.73967 0.0 0.0 0.0 0.340
H 0.42317 3.86450 -2.42366 0.0 0.0 0.0 0.260
H 2.49895 3.42004 -1.79819 0.0 0.0 0.0 0.252
C 2.10094 -3.93156 -0.21354 0.0 0.0 0.0 -0.040
O 3.03203 -0.97159 1.38398 0.0 0.1 0.0 -0.570
H -1.86808 -3.02912 3.07642 0.0 0.0 0.0 0.433
O -0.83628 -1.21692 1.39165 0.0 0.0 0.0 -0.609
H -0.40486 2.25822 -4.36551 0.0 0.0 0.0 0.305
C -2.32858 -2.04114 3.08805 0.0 0.0 0.0 -1.814
C -2.23813 -1.42760 1.70407 0.0 0.0 0.0 1.651
O 2.92329 1.57411 -0.96593 0.0 0.1 0.1 -0.277
C -1.14067 1.96057 -3.61128 0.0 0.0 0.0 -0.905
Pt 0.97143 0.65290 -0.07946 0.3 -0.1 -0.1 0.596
H -0.27148 -0.63653 -1.85708 0.0 0.0 0.0 -0.154
N 2.73398 -3.08295 0.62075 0.0 0.0 0.1 0.115
H -3.18469 1.79709 2.71210 0.0 0.0 0.0 0.470
C -4.21066 0.06840 0.91920 0.0 0.0 0.0 -1.905
B -0.71543 -0.00470 0.75418 0.1 0.1 0.0 0.749
H -2.18151 -3.31733 0.70556 0.0 0.0 0.0 0.483
N -0.01989 -1.61357 -1.96355 -0.1 0.0 0.0 -0.116
C -0.44678 3.42729 -1.91517 0.2 0.0 0.0 -0.724
H 2.44872 2.90464 1.22356 0.0 0.0 0.0 0.337
H 3.34812 1.42614 -2.99311 0.0 0.0 0.0 0.326
C 3.72594 -3.54787 1.59112 0.0 0.0 0.0 -0.941
H -2.69194 -1.98416 -0.34221 0.0 0.0 0.0 0.234
H 3.66693 -0.00981 -1.98799 0.0 0.0 0.0 0.210
H 3.70489 -4.63384 1.61517 0.0 0.0 0.0 0.324
H 2.37701 -4.97363 -0.12744 0.0 0.0 0.0 0.389
H -4.17384 -0.30245 -0.10303 0.0 0.0 0.0 0.363
N 1.52476 -1.27153 -0.30864 -0.3 0.1 0.3 -0.236
H -3.37058 -2.15774 3.39098 0.0 0.0 0.0 0.366
H -1.40135 0.91404 -3.75606 0.0 0.0 0.0 0.214
H -1.88672 0.79145 3.36451 0.0 0.0 0.0 0.331
O 0.69949 2.72807 0.20910 0.1 0.2 -0.2 -0.335
H -0.12646 4.57818 -0.14676 0.0 0.0 0.0 0.523
C -0.32636 3.53854 -0.41013 -0.2 -0.2 0.1 -0.559
H -1.32343 4.02483 -2.19767 0.0 0.1 0.0 0.579
C 2.45834 -1.71199 0.62245 0.1 -0.1 -0.1 0.382
H 0.67882 -4.19199 -1.76766 0.0 0.0 0.0 0.453
H 4.76009 1.39225 -1.89863 0.0 0.0 0.0 0.313
C -2.84782 0.01194 1.58348 0.0 0.0 0.0 1.508
O -1.89621 0.69715 0.72542 0.0 0.1 0.0 -0.314
H -0.59844 -2.22730 -2.50909 0.0 0.0 0.0 0.247
C 2.88690 2.98936 -0.86919 0.0 0.0 -0.1 -0.547
C 3.72372 1.07469 -2.02845 0.0 0.0 0.0 -0.853
C -2.77260 -2.40181 0.66295 0.0 0.0 0.0 -1.910
H 3.89386 3.38456 -0.69859 0.0 0.0 0.0 0.511
C 2.01229 3.32213 0.31649 0.0 0.0 0.0 -0.610
H -4.93825 -0.52113 1.47974 0.0 0.0 0.0 0.369
O -0.62262 2.08926 -2.30092 -0.2 0.0 0.1 0.059
C -2.87485 0.76981 2.90330 0.1 0.0 0.0 -2.030
H 4.71762 -3.20064 1.30860 0.0 0.0 0.0 0.302
H -3.81567 -2.65737 0.84855 0.0 0.0 0.0 0.403
C 1.17891 -3.50597 -1.10341 0.0 0.0 0.0 -1.283
C 0.88300 -2.11704 -1.11919 0.1 0.0 0.0 1.230
H -4.56019 1.10034 0.89598 0.0 0.0 0.0 0.431
H -1.81362 -1.43351 3.82850 0.0 0.0 0.0 0.369
H 3.48423 -3.14847 2.57176 0.0 0.0 0.0 0.324
H -3.57890 0.32446 3.60600 0.0 0.0 0.0 0.403
H -1.25396 3.22028 0.06328 0.0 -0.1 0.0 0.116

***

3.
62
Properties=species:S:1:pos:R:3:forces:R:3:lowdin_spin:R:1 method="wB97M-V/def2-TZVPD" s2=0.7542 homo_lumo_gap_ev="8.53 / 9.91" lumo_ev="0.48 / 0.48" total_energy_ev=-125416.3830 multiplicity=2 homo_ev="-8.0 / -9.4"
H -5.46205 -1.81109 -1.80873 0.0 0.0 0.0 0.000
Cl -4.32334 -3.13693 -0.24150 -0.1 -0.1 0.0 0.000
H 3.28634 -1.98576 -2.45133 0.1 0.0 0.1 0.000
H 3.30622 -1.58163 0.58243 0.0 0.0 0.0 0.000
H 2.58967 -1.00021 3.91058 0.0 0.0 0.0 0.000
H 3.61395 -0.57247 2.52629 0.0 0.0 0.0 0.000
H -2.92064 0.78057 -0.57903 0.0 0.0 -0.1 0.000
H 2.08771 -5.92121 -1.52206 0.0 0.0 0.0 0.000
C -3.61416 1.60995 -3.78509 0.1 0.0 0.1 0.000
C -1.05764 0.19330 0.31002 0.1 0.1 0.1 0.024
H -2.55640 1.80938 -3.90391 0.0 0.0 0.0 0.000
Cl -3.80880 -0.13106 -3.53803 -0.1 -0.1 -0.2 0.000
H 3.68542 -2.21108 3.20942 0.0 0.0 0.0 0.000
Cl -6.11172 -0.85331 0.22798 0.0 0.0 0.0 0.000
H -0.52966 4.56569 3.67205 0.0 0.0 0.0 0.000
C 3.13790 -1.05208 -1.90612 -0.1 0.0 0.0 0.000
Cl -2.66480 4.48450 2.69937 0.0 0.0 0.0 0.000
Cl 4.00378 -4.75820 -0.82924 0.0 0.0 0.0 0.000
H 1.91713 2.03518 -1.76832 -0.1 0.0 -0.1 0.000
H -6.56550 -2.87309 -0.87588 0.0 0.0 0.0 0.000
C 3.02028 -1.37107 2.98087 0.1 -0.1 -0.1 0.000
C 1.56199 2.67371 -0.96423 0.1 0.0 0.0 -0.002
C -5.71075 -2.21006 -0.83235 0.0 0.0 0.0 0.000
H 0.60877 2.43048 2.27508 0.0 0.0 0.1 0.000
H -0.38017 3.36324 1.16051 0.0 0.0 -0.1 0.001
H 0.89817 3.42533 -1.38803 0.0 0.0 0.0 -0.001
C 1.73717 0.70453 0.62249 0.1 0.1 0.1 0.015
H 1.34610 3.68677 1.27450 0.0 -0.1 0.1 0.000
C 2.23818 -1.74075 0.75186 0.0 -0.1 -0.1 0.001
C -2.34426 -0.13398 -0.42947 0.0 0.1 0.1 -0.001
Cl -4.47131 2.18913 -5.21788 0.0 0.0 0.0 0.000
H -0.41353 -1.70925 -0.49295 0.0 0.0 0.0 0.001
Cl -1.44523 2.62547 4.61878 0.0 0.0 0.1 0.000
C 1.40591 -0.67224 0.02628 0.0 0.0 0.0 0.001
H -4.01414 2.11839 -2.91679 0.0 0.0 0.0 0.000
H -2.13831 -0.58901 -1.39295 -0.1 0.1 0.0 0.000
N 4.16258 -0.33346 -1.71788 0.1 0.1 0.0 0.000
C 2.98260 -5.57073 -2.02111 0.0 0.0 0.0 0.000
H -2.94733 -0.80906 0.17543 0.1 -0.1 0.0 0.000
C 0.59583 2.89504 1.29251 -0.2 0.0 0.0 0.010
H 2.42621 3.17877 -0.53041 0.0 0.0 0.0 0.000
H 2.77910 0.96448 0.41351 0.0 -0.1 0.1 0.001
H -0.16399 -1.52579 1.23117 0.0 0.0 0.0 0.002
C 1.71024 -0.77436 -1.49626 0.0 0.1 0.0 0.003
H -2.00503 1.45262 1.80434 0.0 0.0 0.0 0.001
H 1.08115 -1.56347 -1.90940 0.1 -0.1 0.0 0.000
H 1.66540 0.60958 1.70805 -0.1 0.0 0.0 0.001
H 1.39401 0.13888 -1.99928 -0.1 0.0 0.0 0.002
O 1.96181 -1.78042 2.13957 -0.1 0.1 0.1 0.000
C -1.40246 0.54397 1.75646 0.0 0.2 -0.1 0.004
C -1.51475 4.29027 4.02937 0.0 0.0 0.0 0.000
H 3.54439 -6.39027 -2.45131 0.0 0.0 0.0 0.000
O -0.59020 1.39378 -1.65120 -0.1 0.2 0.0 0.495
H 1.98446 -2.72002 0.32958 0.0 0.0 0.0 0.000
H -0.52789 0.68056 2.38634 0.1 -0.1 0.0 0.000
Cl 2.49500 -4.48807 -3.33279 0.0 0.0 0.0 0.000
H 3.92628 0.52763 -1.22198 0.0 0.0 0.0 0.000
H -1.83476 4.92639 4.84503 0.0 0.0 0.0 0.000
C 0.86596 1.89493 0.14813 -0.1 0.0 0.0 0.024
N -0.42803 1.35747 -0.38311 0.2 -0.3 -0.1 0.402
C -0.08208 -1.00824 0.27470 0.0 0.0 0.0 0.018
H -1.99077 -0.27161 2.17591 0.0 0.0 0.0 0.000

***

4.
64
Properties=species:S:1:pos:R:3:forces:R:3:mulliken_charge:R:1 method="wB97M-V/def2-TZVPD" relative_energy_ev=0.6182 homo_lumo_gap_ev=9.18 lumo_ev=0.17 total_energy_ev=-73368.8893 homo_ev=-9.0
H -4.18551 -1.65716 -0.10305 0.0 0.0 0.1 0.336
H -4.08844 0.85917 -0.94326 -0.1 0.0 0.0 0.277
H -0.05067 -2.44976 3.84908 0.0 0.0 0.0 0.382
C -0.84733 3.19967 1.49235 0.0 0.0 0.1 -0.252
N 0.32102 3.65026 3.27640 -0.2 -0.1 -0.1 -0.058
O 1.30373 0.82369 -4.39036 -0.2 0.2 0.1 -0.612
O -0.84197 2.05084 -1.39031 -0.4 0.5 -0.5 -0.440
H -4.50312 -1.62381 1.62628 0.0 0.0 0.0 0.349
C -0.92739 1.72399 -4.81564 0.1 -0.1 0.0 -1.722
H 3.72526 -3.35337 -1.23007 0.0 0.0 0.0 0.438
H 0.38114 4.43572 -2.33674 -0.1 -0.4 -0.5 0.349
O 0.37957 -0.83561 -1.94074 -0.2 -1.0 -1.8 -0.382
C -3.43312 0.10849 0.86794 0.1 -0.1 -0.2 -0.259
C 0.62095 -3.13474 3.32572 0.1 0.0 -0.1 -1.816
H -0.62229 -2.50371 0.36046 0.0 0.0 0.0 0.005
C 2.54343 -2.21227 0.15755 0.1 0.0 0.0 0.980
H -0.52869 2.64258 -5.24169 0.0 0.0 0.0 0.403
H -2.64621 1.48041 -0.50136 0.0 0.0 0.0 0.050
H -4.24299 0.64826 1.35908 -0.1 0.1 0.0 0.401
C -0.39018 4.23678 2.24962 0.1 -0.2 0.0 -0.802
O 0.20318 3.75338 -3.01241 0.0 0.2 0.5 -0.576
H 1.22795 -3.64175 4.08065 0.0 0.0 0.0 0.420
H 4.69369 0.67143 2.24524 0.0 0.0 0.0 0.425
C 2.92868 -0.49521 1.83598 0.1 0.1 0.0 0.786
C 1.50058 -2.39204 2.34791 0.0 0.0 0.0 0.947
H 2.88545 -1.96918 -1.95333 0.0 -0.1 0.1 0.223
C 0.25630 2.30471 3.10752 -0.1 0.1 -0.2 -0.420
C -3.74927 -1.39702 0.86836 0.1 0.1 -0.1 -0.801
C 1.73978 -2.89371 1.07280 0.0 0.0 0.0 -0.764
H -2.52832 0.29438 1.44750 0.0 0.0 0.0 0.019
N -3.20780 0.63202 -0.49976 0.1 -0.1 0.1 -0.454
H -0.48851 5.30590 2.14497 0.0 -0.1 0.1 0.417
C 3.60819 0.79269 2.24646 -0.1 -0.1 -0.1 -1.612
O -0.52456 -1.40288 -4.28902 0.6 0.3 -0.2 -0.596
H 3.76527 -0.47541 -0.14434 -0.1 0.0 0.0 0.292
H 0.33243 -1.30961 -4.76148 -0.6 -0.1 0.4 0.384
H 3.36955 1.60257 1.54918 0.0 -0.1 0.1 0.276
H -2.38048 -0.03224 -1.82720 0.0 0.0 0.1 0.501
C -2.53118 -2.28145 1.12434 0.1 0.3 -0.1 -0.733
H 1.93464 -0.79349 3.71665 0.0 0.0 -0.1 0.346
H -1.07538 0.99140 -5.61056 0.0 0.0 0.0 0.397
C 2.10360 -1.18814 2.71599 0.0 0.0 0.0 -0.389
H -2.82657 -3.32832 1.01153 0.0 -0.1 0.0 0.441
H -1.69260 -1.94419 -0.72379 0.0 0.0 0.1 0.122
H -1.41836 3.24443 0.57451 0.2 -0.1 0.2 0.416
C 2.79827 -2.77250 -1.22002 0.0 0.0 0.1 -1.700
O -2.05847 -0.41488 -2.70924 0.1 0.0 -0.1 -0.597
C 0.04158 1.18341 -3.77798 0.2 -0.2 0.3 0.960
K 0.38338 0.39659 -0.09706 0.6 0.2 2.9 1.582
H 1.98290 -3.42503 -1.53710 0.0 0.1 0.0 0.360
P -0.52519 -0.40003 -3.03135 -0.1 -0.6 -0.7 0.223
H 0.72870 1.59995 3.78125 -0.1 0.2 -0.1 0.487
H -1.89130 1.93767 -4.35126 0.0 0.0 0.0 0.326
H 1.28477 -3.83828 0.77773 0.0 0.1 0.0 0.487
H -2.21058 -2.14976 2.16287 0.0 0.0 0.0 0.326
H 0.01539 -3.89135 2.82196 0.0 0.1 0.0 0.322
P 0.30560 2.28232 -2.33258 0.2 0.6 -0.4 0.460
N -1.41849 -1.88758 0.25324 -0.3 -0.1 0.0 -0.132
C 3.12790 -1.01343 0.55493 0.1 0.0 0.0 -0.701
O 1.68217 2.02472 -1.80624 0.0 0.0 -0.1 -0.852
N -0.43778 1.99376 2.03698 0.0 0.3 0.2 -0.164
H 2.00142 1.00651 -3.73245 -0.3 0.0 0.0 0.392
H 0.79090 4.13171 4.01737 0.1 0.1 0.1 0.182
H 3.30532 1.09849 3.24997 0.0 0.0 -0.1 0.347